[1]
ORCA calculation (ωB97M-V/def2-TZVPD) on C41H37Cl5P2Sn as an isolated structure at a distorted geometry.

Computed properties:
* relative energy (zero: lowest compared OMol25 entry of this formula, charge and spin): 0.000 eV
* LUMO level (alpha / beta): -0.313 / -0.301 Ha
* gap between HOMO and LUMO (alpha / beta): 4.5 / 4.8 eV
* highest occupied orbital energy (alpha / beta): -13.01 / -13.02 eV

Structure (ORCA input):
```
! RIJCOSX wB97M-V def2-TZVPD def2/J DEFGRID3
* xyz 2 1
Sn 2.21755 0.53406 4.16934
C 1.54936 -4.45539 4.51638
C 1.41307 -4.33578 3.18478
C 0.13773 -4.41154 2.39807
C -0.63447 -3.06949 2.26467
C -1.20146 -2.52263 3.53082
C -1.22373 -3.10617 4.73181
C -0.95796 -4.54006 5.10798
C 0.51252 -4.75743 5.54970
C 0.68976 1.94127 4.97864
H 2.52439 -4.25419 4.96673
H 2.30667 -4.10919 2.57468
H -0.54699 -5.15418 2.82211
H 0.37964 -4.75380 1.37430
H 0.01517 -2.31886 1.77839
H -1.47767 -3.26877 1.58237
H -1.66047 -1.51920 3.43991
H -1.60629 -2.54434 5.59897
H -1.30565 -5.29230 4.37471
H -1.54605 -4.73354 6.02668
H 0.72143 -4.10088 6.41917
H 0.62545 -5.79264 5.92291
H 0.84047 2.12295 6.04999
H -0.27938 1.43762 4.79566
H 0.69194 2.89747 4.42940
P 0.76897 1.48032 -3.91908
P -1.81785 3.01728 -2.90654
C -0.87378 0.80205 -4.24909
C -1.98068 1.53503 -3.93339
C 1.53665 1.29355 -5.60058
C 1.06147 0.40467 -6.57612
C 1.73674 0.25916 -7.79899
C 2.86478 1.04664 -8.07717
C 3.29827 1.99312 -7.13341
C 2.63791 2.11897 -5.91060
C 1.44545 0.06773 -2.94272
C 0.91862 -0.07898 -1.64277
C 1.34089 -1.13725 -0.84425
C 2.27796 -2.05278 -1.33457
C 2.80154 -1.90400 -2.62282
C 2.40782 -0.82893 -3.42583
C -3.04101 4.05939 -3.90473
C -2.64646 4.44212 -5.20147
C -3.54129 5.10566 -6.04275
C -4.82988 5.41815 -5.58737
C -5.21521 5.07230 -4.28880
C -4.31275 4.42297 -3.43654
C -2.85996 2.55296 -1.47083
C -2.76673 3.36266 -0.32149
C -3.60556 3.11997 0.76172
C -4.50617 2.04983 0.72474
C -4.54418 1.19754 -0.38017
C -3.69183 1.42266 -1.46998
H -0.94238 -0.20542 -4.67389
H -2.98249 1.27632 -4.30235
H 0.16381 -0.18254 -6.38319
H 1.37338 -0.47221 -8.52939
H 3.38575 0.93151 -9.03271
H 4.15714 2.62862 -7.36267
H 2.97308 2.85398 -5.17745
H 0.16836 0.62220 -1.27353
H 0.94485 -1.25413 0.16245
H 2.60279 -2.88693 -0.71956
H 3.52375 -2.61661 -3.01897
H 2.82043 -0.69329 -4.42807
H -1.65019 4.17770 -5.55546
H -3.23261 5.37195 -7.05353
H -5.53818 5.90514 -6.25733
H -6.22264 5.29800 -3.93062
H -4.61412 4.15522 -2.42329
H -2.05556 4.19105 -0.30409
H -3.56903 3.77703 1.63065
H -5.18738 1.87782 1.55832
H -5.23929 0.35481 -0.42093
H -3.69524 0.74178 -2.31907
Cl 5.95006 -0.43599 4.42016
C 4.89299 -0.90662 5.70048
C 3.54980 -0.47890 5.69619
C 2.75245 -0.90457 6.74687
Cl 1.02207 -0.81707 6.53748
C 3.25538 -1.53676 7.91029
Cl 2.25309 -1.75955 9.27952
C 4.59658 -1.98760 7.90542
Cl 5.23216 -2.81726 9.25137
C 5.38121 -1.76412 6.74055
Cl 6.88126 -2.57937 6.57375
*
```

***

[2]
ORCA calculation (ωB97M-V/def2-TZVPD) on C40H36Cl2N2O2Ti as an isolated structure at a distorted geometry.

Computed properties:
* relative energy (zero: lowest compared OMol25 entry of this formula, charge and spin): 1.303 eV
* LUMO level (alpha / beta): -0.090 / -0.102 Ha
* gap between HOMO and LUMO (alpha / beta): 7.5 / 8.3 eV
* highest occupied orbital energy (alpha / beta): -9.97 / -11.13 eV

Structure (ORCA input):
```
! RIJCOSX wB97M-V def2-TZVPD def2/J DEFGRID3
* xyz 1 2
Ti 0.02117 0.33886 0.29013
O -1.43917 0.94968 -0.39130
C -1.66014 2.12474 -1.12775
C -1.33871 3.28871 -0.16496
C 0.07665 3.29066 0.36441
C 0.76266 4.48305 0.49103
C 2.04946 4.50678 1.00777
C 2.62933 3.30553 1.37899
C 1.91428 2.13478 1.23487
C 2.55438 0.79246 1.46595
C 2.76954 0.12957 0.06134
O 1.50666 -0.14866 -0.49384
C 3.56652 1.13458 -0.78553
C 2.95070 1.88251 -1.77970
C 3.68185 2.80425 -2.51830
C 5.03095 2.98704 -2.26261
C 5.64865 2.24826 -1.26287
C 4.92233 1.32355 -0.53034
C 3.57109 -1.17301 0.13346
C 4.00044 -1.75630 1.31637
C 4.71643 -2.94769 1.29252
C 5.00177 -3.56531 0.08668
C 4.57016 -2.98901 -1.10166
C 3.86031 -1.80117 -1.07663
N 0.64317 2.11603 0.75415
C -3.12626 2.20425 -1.57067
C -3.96386 1.10988 -1.38428
C -5.28938 1.15180 -1.79198
C -5.79437 2.29506 -2.39032
C -4.96563 3.39094 -2.58016
C -3.64110 3.34626 -2.17501
C -0.78982 2.16355 -2.39348
C -0.39423 3.36297 -2.97795
C 0.32538 3.36950 -4.16352
C 0.66763 2.17962 -4.78687
C 0.27269 0.97879 -4.21953
C -0.45505 0.97524 -3.03960
H -2.03503 3.19464 0.67503
H -1.54235 4.24363 -0.64352
H 0.28145 5.40300 0.18804
H 2.59535 5.43479 1.10493
H 3.63776 3.26577 1.76633
H 1.91731 0.15996 2.09789
H 3.51361 0.91767 1.96320
H 1.90000 1.72719 -1.97875
H 3.19204 3.36818 -3.30153
H 5.60579 3.69429 -2.84649
H 6.70438 2.37940 -1.06277
H 5.41735 0.73409 0.23342
H 3.78392 -1.29501 2.27350
H 5.05274 -3.39009 2.22147
H 5.56190 -4.49106 0.07109
H 4.79827 -3.46077 -2.04883
H 3.51940 -1.34346 -1.99775
H -3.56969 0.21846 -0.91677
H -5.92529 0.28917 -1.64067
H -6.82844 2.33250 -2.70648
H -5.35470 4.28438 -3.05074
H -3.01136 4.21113 -2.34748
H -0.63941 4.31165 -2.51534
H 0.61676 4.31352 -4.60663
H 1.23237 2.18710 -5.70971
H 0.52221 0.03780 -4.69261
H -0.80015 0.03739 -2.63971
Cl -1.15060 -1.88886 -0.67734
C -0.32000 -3.12728 0.28514
Cl 0.76426 -2.29008 1.39998
H 0.26016 -3.76289 -0.37277
H -1.05486 -3.68983 0.84845
N -1.29369 0.02756 2.13637
C -0.68889 -0.06000 3.43921
C -0.70363 -1.24850 4.15693
C -0.07085 -1.32270 5.38835
C 0.56494 -0.20907 5.91609
C 0.55493 0.98491 5.21152
C -0.07182 1.06370 3.97735
H -1.78251 0.91031 2.03635
H -1.97940 -0.70677 2.00658
H -1.21152 -2.11672 3.75438
H -0.08740 -2.25370 5.93909
H 1.05158 -0.26640 6.88034
H 1.02430 1.86761 5.62576
H -0.08394 2.00108 3.43169
*
```

***

[3]
ORCA calculation (ωB97M-V/def2-TZVPD) on C3H2LaLiO3 as an isolated structure at a distorted geometry.

Computed properties:
* relative energy (zero: lowest compared OMol25 entry of this formula, charge and spin): 1.718 eV
* LUMO level (alpha / beta): -0.321 / -0.325 Ha
* gap between HOMO and LUMO (alpha / beta): 7.3 / 6.2 eV
* highest occupied orbital energy (alpha / beta): -16.00 / -15.04 eV

Structure (ORCA input):
```
! RIJCOSX wB97M-V def2-TZVPD def2/J DEFGRID3
* xyz 2 1
O -1.52099 -0.39483 -1.25338
O 0.56011 0.81387 0.54979
C 0.60176 -0.11348 1.50563
C 0.45142 0.56648 -0.83620
O 0.25180 -1.27318 1.28694
C -0.27683 -0.24042 -1.65006
La 1.22616 0.92024 4.12407
H -0.05272 -0.16999 -2.72831
H -0.01604 1.61806 -1.19100
Li -1.22467 -1.72676 0.19253
*
```

***

[4]
ORCA calculation (ωB97M-V/def2-TZVPD) on C4H12N3 as an isolated structure at a distorted geometry.

Computed properties:
* relative energy (zero: lowest compared OMol25 entry of this formula, charge and spin): 2.151 eV
* LUMO level (alpha / beta): 0.035 / 0.026 Ha
* gap between HOMO and LUMO (alpha / beta): 3.6 / 8.8 eV
* highest occupied orbital energy (alpha / beta): -2.66 / -8.10 eV

Structure (ORCA input):
```
! RIJCOSX wB97M-V def2-TZVPD def2/J DEFGRID3
* xyz 0 2
C 2.13949 -0.16270 -0.23532
C 0.83116 -0.91447 -0.53100
C -0.45793 -0.32614 -0.04956
C -1.47671 -1.01544 0.44308
N -2.70124 -0.49238 0.80768
N -0.50973 1.10879 -0.23829
N 1.98405 1.31048 -0.09687
H 2.83338 -0.36557 -1.05238
H 2.66522 -0.53787 0.63527
H 0.94190 -1.94757 -0.20676
H 0.74919 -0.96623 -1.62243
H -1.35618 -2.06377 0.65990
H -3.02050 0.38688 0.43549
H -3.43055 -1.17356 0.94774
H -0.65995 1.39035 -1.23461
H 0.70390 1.44069 -0.05692
H -1.21881 1.58223 0.31652
H 2.18941 1.57997 0.87270
H 2.55965 1.87728 -0.71357
*
```

***

[5]
ORCA calculation (ωB97M-V/def2-TZVPD) on C14H17N5OS2Ti as an isolated structure at a distorted geometry.

Computed properties:
* relative energy (zero: lowest compared OMol25 entry of this formula, charge and spin): 0.000 eV
* LUMO level (alpha / beta): -0.228 / -0.228 Ha
* gap between HOMO and LUMO (alpha / beta): 7.8 / 7.8 eV
* highest occupied orbital energy (alpha / beta): -14.02 / -14.02 eV

Structure (ORCA input):
```
! RIJCOSX wB97M-V def2-TZVPD def2/J DEFGRID3
* xyz 2 1
Ti -0.19500 0.63775 -0.01756
C -3.31968 1.13063 -1.72554
C -2.01961 1.32545 -2.42031
N -0.84726 1.31758 -1.82339
C 0.19674 1.57818 -2.70003
C -0.19665 1.76303 -3.98325
S -1.89762 1.62970 -4.10406
C 1.51427 1.71495 -2.09031
C 2.68148 2.14299 -2.62768
S 3.87320 2.30792 -1.41155
C 2.76597 1.77016 -0.22332
N 1.58013 1.48424 -0.71978
C 3.10372 1.70054 1.22758
H -3.16624 1.08918 -0.65115
H -3.80579 0.21248 -2.05813
H -3.99656 1.95431 -1.95350
H 0.41082 1.98080 -4.84695
H 2.89770 2.39549 -3.65345
H 3.47098 2.66779 1.57194
H 3.90855 0.98563 1.41007
H 2.20883 1.45971 1.80172
C -2.76569 -3.04099 0.93858
N -1.37147 -2.73595 1.28468
C -0.62283 -3.54886 2.07940
C 0.62695 -3.20011 2.45279
C 1.12933 -1.93913 2.02993
N 0.40161 -1.16842 1.20237
C -0.82281 -1.58095 0.83435
O -1.46920 -0.83017 0.03791
N 2.31191 -1.50648 2.44054
H -3.01666 -4.02685 1.31613
H -2.90089 -3.01897 -0.13953
H -3.42539 -2.30147 1.38898
H -1.07327 -4.48167 2.38722
H 1.22535 -3.84931 3.07363
H 2.85040 -2.04751 3.09634
H 2.63880 -0.58999 2.19293
C -0.82422 1.90861 1.21154
H -1.84757 1.97758 1.58386
H -0.21234 2.73216 1.58700
*
```

***

[6]
ORCA calculation (ωB97M-V/def2-TZVPD) on an isolated ion of composition C5H11N4 and charge +1 at a distorted geometry.

Computed properties:
* relative energy (zero: lowest compared OMol25 entry of this formula, charge and spin): 1.766 eV
* SMILES string: C/[NH+]=c1\n(C)cnn1C
* LUMO level: -0.104 Ha
* gap between HOMO and LUMO: 10.6 eV
* highest occupied orbital energy: -13.43 eV

Structure (ORCA input):
```
! RIJCOSX wB97M-V def2-TZVPD def2/J DEFGRID3
* xyz 1 1
C 2.26851 0.75464 0.20932
N 0.93034 1.08257 -0.27922
C -0.06070 0.24063 -0.08399
N -0.10199 -1.10751 -0.00728
C 0.91987 -2.09667 -0.14375
C -1.43204 -1.49209 0.19497
N -2.18959 -0.43691 0.16171
N -1.40228 0.59641 -0.07523
C -2.09224 1.90397 -0.10549
H 2.31058 1.01029 1.21989
H 2.35305 -0.26449 -0.02371
H 2.89263 1.27792 -0.44374
H 0.52511 1.99061 -0.21328
H 0.42888 -3.11026 -0.10989
H 1.43711 -2.16084 -1.17468
H 1.81281 -2.09343 0.61350
H -1.72892 -2.50141 0.51419
H -2.23468 2.02279 0.91427
H -1.62349 2.79341 -0.50291
H -3.01295 1.59040 -0.66467
*
```